{
  "formula": "C3H12O4",
  "method": "ωB97M-V with the def2-TZVPD basis set",
  "smiles": "CCC=O.O.O.O",
  "homo_lumo_gap_ev": 10.6,
  "e_homo_ev": -10.1,
  "de_lowest_kj_mol": 140.39,
  "elements": ["O", "C", "C", "C", "H", "H", "H", "H", "H", "H", "H", "H", "O", "H", "H", "O", "H", "H", "O"],
  "xyz": [[0.4265, 2.0581, 1.2280], [-0.8182, 1.8872, 1.2216], [-1.5134, 1.6329, -0.0541], [-0.9613, 0.3410, -0.6948], [-1.4235, 2.0449, 2.1507], [-2.5695, 1.4045, 0.3367], [-1.4379, 2.5166, -0.6854], [0.1215, 0.3522, -0.7671], [-1.3853, -0.4618, 0.0489], [-1.4165, 0.2240, -1.7045], [2.8088, 1.0684, 0.4193], [2.4015, 0.2457, 1.6330], [2.8341, 0.2060, 0.8345], [2.8732, -0.8703, -1.5563], [4.2459, -0.9332, -2.1447], [3.5730, -1.5347, -1.8004], [-2.5194, -3.8878, 1.1487], [-2.6551, -3.2840, -0.3034], [-2.5844, -3.0096, 0.6891]],
  "forces_ev_per_a": [[-3.2975, -0.5983, 0.5959], [4.1378, 1.6404, 0.2173], [-1.7591, -1.2879, 0.9556], [-1.9133, -0.7063, 0.9190], [0.4641, -0.3069, -0.3430], [0.9857, 0.6825, -1.4300], [-0.2303, 0.0425, 0.0110], [0.0049, -0.1612, 0.1630], [1.3041, 0.8583, -1.8347], [0.3389, -0.1994, 0.7642], [-0.2712, 0.2564, 0.3408], [-1.6661, 0.4995, 2.6951], [1.8550, -0.6764, -3.0939], [0.8062, -1.2463, 0.0204], [0.1898, -0.3501, -0.0099], [-0.9585, 1.5114, 0.0324], [-0.0741, 1.2577, -0.6056], [0.2101, 0.7857, 2.7187], [-0.1266, -2.0017, -2.1164]]
}